No. 1
{"formula": "C3H5IN2", "method": "the ωB97M-V functional and the def2-TZVPD basis", "symbols": ["I", "N", "N", "C", "C", "C", "H", "H", "H", "H", "H"], "coordinates": [[-0.941, -1.473, -3.184], [0.843, 0.255, 1.589], [0.301, -0.842, 0.899], [-0.359, 0.894, -1.023], [-0.842, -0.200, -0.066], [-0.846, -0.201, -1.558], [-1.730, 0.180, 0.619], [1.602, 0.700, 1.130], [1.067, 0.090, 2.542], [1.026, -1.261, 0.218], [-0.120, 1.859, -1.165]], "forces_ev_per_a": [[-0.2, 0.4, 0.3], [-0.6, 0.4, -0.2], [-1.0, 0.1, -3.2], [-2.0, -4.4, -0.3], [0.7, 1.6, 2.7], [1.1, -0.1, 1.0], [1.6, -1.6, -1.5], [0.7, 0.4, -0.5], [0.1, -0.6, 0.6], [-1.4, 0.8, 1.4], [1.1, 3.0, -0.3]], "nbo_charge": [0.209, -0.690, -0.463, -0.193, -0.090, -0.201, 0.195, 0.334, 0.358, 0.321, 0.221], "energy_ha": -524.3460, "multiplicity": 1, "smiles": "NN[C@H]1C=C1I"}

No. 2
{"formula": "C3H3N3O", "method": "the ωB97M-V functional and the def2-TZVPD basis", "symbols": ["O", "N", "N", "N", "C", "C", "C", "H", "H", "H"], "coordinates": [[-0.627, -2.074, -1.911], [0.068, 0.457, 2.519], [0.366, 0.768, -0.395], [0.316, -0.494, -0.585], [-0.413, -0.908, -1.691], [0.502, 1.838, 0.015], [0.003, -0.643, 2.154], [-0.778, -0.096, -2.355], [-0.048, -1.644, 1.785], [0.606, 2.799, 0.476]], "forces_ev_per_a": [[0.1, 0.4, 0.0], [-0.1, -1.8, -0.5], [0.1, 0.7, 0.3], [0.0, 0.0, -0.1], [0.0, -0.1, 0.0], [-0.1, -0.6, -0.2], [0.1, 1.7, 0.7], [0.0, -0.1, 0.1], [0.0, 0.0, 0.0], [-0.1, -0.2, -0.2]], "nbo_charge": [-0.558, -0.378, -0.004, -0.440, 0.496, 0.156, 0.107, 0.093, 0.253, 0.274], "energy_ha": -355.4958, "multiplicity": 1}

No. 3
{"formula": "C4H5N4O4P", "method": "the ωB97M-V functional and the def2-TZVPD basis", "symbols": ["P", "O", "O", "O", "O", "N", "N", "N", "N", "C", "C", "C", "C", "H", "H", "H", "H", "H"], "coordinates": [[0.748, -2.517, 1.423], [0.481, 3.926, -0.437], [2.008, -2.262, 2.124], [0.736, -3.638, 0.307], [-0.483, -2.949, 2.319], [0.013, 0.133, -1.380], [-0.482, -0.114, 1.266], [-0.875, 0.968, 0.648], [0.394, -0.958, -0.758], [0.156, 3.285, -1.389], [-1.020, 2.324, -1.366], [0.134, -1.050, 0.542], [-0.612, 1.066, -0.662], [-0.184, -2.961, 3.242], [-1.331, 2.079, -2.379], [-1.836, 2.795, -0.819], [0.725, 3.344, -2.330], [1.429, -3.473, -0.352]], "forces_ev_per_a": [[0.1, 0.0, 0.1], [0.1, 0.2, 0.3], [-0.2, 0.0, -0.1], [0.2, 0.0, -0.1], [0.3, -0.1, 0.2], [0.1, -0.1, 0.0], [-0.1, 0.1, -0.1], [0.0, 0.0, 0.1], [0.0, 0.1, -0.1], [0.1, -0.1, -0.2], [-0.2, -0.2, 0.0], [0.0, 0.3, 0.0], [0.0, -0.2, 0.1], [-0.3, 0.0, 0.0], [0.0, 0.0, 0.0], [0.0, 0.0, 0.0], [0.0, 0.0, -0.2], [-0.1, -0.1, 0.0]], "nbo_charge": [2.325, -0.481, -1.060, -0.968, -0.968, -0.192, -0.145, -0.169, -0.177, 0.446, -0.560, -0.069, 0.345, 0.524, 0.243, 0.263, 0.120, 0.521], "energy_ha": -1016.7830, "multiplicity": 1, "smiles": "O=CCc1nnc(P(=O)(O)O)nn1"}

no.,HOMO level (eV)
1,-8.80
2,-9.64
3,-9.99